[1]
Molecular formula: C56H45ClN3O33P
Method: DFT, the ωB97M-V functional and the def2-TZVPD basis

CARTESIAN COORDINATES (ANGSTROEM)
1 C -2.315 -3.158 1.310
2 N -1.202 -3.923 0.637
3 C -1.420 -5.405 0.712
4 C 0.071 -3.609 1.310
5 O 0.195 -3.312 2.522
6 C 1.393 -3.612 0.390
7 C 1.088 -2.677 -0.866
8 C 0.180 -3.090 -2.084
9 C -0.088 -2.124 -3.301
10 P -1.223 -2.583 -4.749
11 O -1.531 -4.268 -4.694
12 O -2.688 -1.690 -4.419
13 C 0.592 -0.704 -3.364
14 Cl 0.359 0.477 -4.719
15 C 1.472 -0.326 -2.160
16 C 1.699 -1.267 -0.939
17 C 2.622 -0.436 0.053
18 O 3.484 -0.818 0.880
19 N 2.230 0.959 -0.309
20 C 0.943 1.427 0.272
21 C 0.356 2.772 -0.378
22 N -1.024 2.607 -0.963
23 C 2.332 0.966 -1.800
24 O 2.947 1.786 -2.509
25 H -2.692 -3.733 2.220
26 H -1.937 -2.109 1.593
27 H -3.153 -3.020 0.531
28 H -1.669 -5.798 -0.329
29 H -2.169 -5.712 1.522
30 H -0.399 -5.872 0.992
31 H 1.580 -4.671 -0.038
32 H 2.337 -3.285 0.936
33 H -0.300 -4.136 -2.073
34 H -2.105 -4.447 -5.492
35 H -2.350 -0.875 -3.958
36 H 1.111 1.652 1.393
37 H 0.112 0.631 0.220
38 H 1.020 3.263 -1.162
39 H 0.229 3.556 0.463
40 H -1.514 1.812 -0.536
41 H -0.989 2.530 -1.986
42 C -5.683 3.168 -2.807
43 C -4.690 2.357 -2.438
44 C -3.839 1.664 -3.447
45 O -2.925 0.942 -3.076
46 C -4.141 1.878 -4.864
47 C -5.136 2.686 -5.234
48 C -5.970 3.400 -4.227
49 O -6.859 4.146 -4.601
50 O -5.428 2.889 -6.554
51 O -4.415 2.130 -1.125
52 H -6.308 3.679 -2.086
53 H -3.528 1.355 -5.585
54 H -6.183 3.511 -6.558
55 H -3.658 1.513 -1.122
56 C 5.019 1.274 4.927
57 C 4.899 0.666 3.743
58 C 6.054 0.574 2.799
59 O 5.923 -0.003 1.736
60 C 7.320 1.197 3.200
61 C 7.435 1.807 4.381
62 C 6.292 1.875 5.334
63 O 6.441 2.426 6.414
64 O 8.604 2.392 4.765
65 O 3.716 0.108 3.358
66 H 4.192 1.347 5.623
67 H 8.144 1.139 2.501
68 H 8.431 2.760 5.653
69 H 3.867 -0.274 2.462
70 C 4.223 3.557 8.617
71 C 3.987 4.696 9.273
72 C 2.607 5.244 9.407
73 O 2.426 6.276 10.029
74 C 1.510 4.508 8.770
75 C 1.747 3.372 8.111
76 C 3.122 2.810 8.001
77 O 3.298 1.759 7.406
78 O 0.737 2.680 7.512
79 O 4.999 5.403 9.848
80 H 5.219 3.147 8.513
81 H 0.517 4.924 8.858
82 H 1.162 1.899 7.105
83 H 4.571 6.179 10.259
84 C 5.758 -3.369 2.006
85 C 5.562 -4.438 1.231
86 C 6.150 -5.764 1.571
87 O 5.933 -6.723 0.848
88 C 6.980 -5.859 2.776
89 C 7.180 -4.790 3.550
90 C 6.568 -3.470 3.224
91 O 6.757 -2.519 3.963
92 O 7.950 -4.862 4.670
93 O 4.813 -4.357 0.095
94 H 5.335 -2.401 1.771
95 H 7.416 -6.823 3.002
96 H 7.936 -3.963 5.052
97 H 4.820 -5.256 -0.287
98 C -3.793 -6.118 -7.862
99 C -4.319 -5.123 -7.146
100 C -5.758 -5.122 -6.756
101 O -6.199 -4.205 -6.086
102 C -6.593 -6.240 -7.207
103 C -6.068 -7.234 -7.926
104 C -4.623 -7.248 -8.293
105 O -4.174 -8.180 -8.935
106 O -6.831 -8.276 -8.354
107 O -3.560 -4.063 -6.740
108 H -2.750 -6.131 -8.150
109 H -7.639 -6.218 -6.932
110 H -6.222 -8.859 -8.849
111 H -4.171 -3.483 -6.239
112 C -1.892 4.650 -10.083
113 C -2.636 4.434 -8.996
114 C -2.014 4.106 -7.681
115 O -2.726 3.934 -6.707
116 C -0.554 3.997 -7.619
117 C 0.191 4.210 -8.707
118 C -0.430 4.566 -10.015
119 O 0.282 4.771 -10.983
120 O 1.547 4.110 -8.665
121 O -3.994 4.506 -9.042
122 H -2.331 4.892 -11.042
123 H -0.116 3.740 -6.663
124 H 1.850 4.310 -9.573
125 H -4.295 4.311 -8.132
126 C -2.546 2.648 7.487
127 C -2.781 3.786 8.143
128 C -4.161 4.334 8.277
129 O -4.341 5.367 8.900
130 C -5.258 3.599 7.640
131 C -5.022 2.462 6.981
132 C -3.646 1.900 6.871
133 O -3.470 0.850 6.277
134 O -6.030 1.769 6.383
135 O -1.768 4.492 8.718
136 H -1.550 2.239 7.385
137 H -6.252 4.016 7.730
138 H -5.603 0.989 5.977
139 H -2.194 5.270 9.130

Output
**Energy**: -5609.4458 hartree
**SMILES**: CN(C)C(=O)Cc1cc(P(O)O)c(Cl)c2c1C(=O)N(CCN)C2=O.O=C1C=C(O)C(=O)C=C1O.O=C1C=C(O)C(=O)C=C1O.O=C1C=C(O)C(=O)C=C1O.O=C1C=C(O)C(=O)C=C1O.O=C1C=C(O)C(=O)C=C1O.O=C1C=C(O)C(=O)C=C1O.O=C1C=C(O)C(=O)C=C1O
**Gap between HOMO and LUMO**: 6.7609 eV

=====

[2]
Molecular formula: C56H46AsN2O8P2SSiW
Method: DFT, the ωB97M-V functional and the def2-TZVPD basis

CARTESIAN COORDINATES (ANGSTROEM)
1 W -0.601 0.339 -0.138
2 C 3.311 1.428 -0.726
3 Si 2.013 0.069 -0.201
4 C 2.813 -0.351 1.519
5 C 4.157 -0.628 1.717
6 C 4.672 -0.795 2.993
7 C 3.832 -0.717 4.094
8 C 2.484 -0.479 3.924
9 C 1.971 -0.286 2.641
10 P 0.202 -0.140 2.313
11 C -0.438 0.414 3.941
12 C -1.311 -0.417 4.642
13 C -1.796 -0.042 5.880
14 C -1.421 1.171 6.434
15 C -0.545 1.998 5.750
16 C -0.052 1.624 4.513
17 C -1.920 1.038 1.465
18 C -2.397 2.347 1.611
19 C -3.626 2.615 2.192
20 C -4.412 1.579 2.662
21 C -3.973 0.273 2.540
22 C -2.750 0.013 1.941
23 C 2.463 -1.456 -1.288
24 C 3.510 -1.501 -2.199
25 C 3.877 -2.691 -2.801
26 C 3.253 -3.870 -2.430
27 C 2.192 -3.847 -1.537
28 C 1.748 -2.630 -1.026
29 P 0.353 -2.429 0.154
30 C 1.186 -3.191 1.620
31 C 0.467 -3.360 2.800
32 C 1.059 -3.918 3.918
33 C 2.389 -4.302 3.882
34 C 3.119 -4.111 2.724
35 C 2.528 -3.558 1.602
36 C -0.885 -3.735 -0.261
37 C -1.977 -3.847 0.599
38 C -2.959 -4.795 0.386
39 C -2.874 -5.647 -0.702
40 C -1.827 -5.506 -1.597
41 C -0.850 -4.546 -1.393
42 H 4.321 1.044 -0.635
43 H 3.185 1.791 -1.740
44 H 3.245 2.286 -0.062
45 H 4.809 -0.704 0.860
46 H 5.728 -0.973 3.128
47 H 4.226 -0.855 5.089
48 H 1.821 -0.450 4.775
49 H -1.612 -1.363 4.216
50 H -2.472 -0.695 6.410
51 H -1.810 1.471 7.394
52 H -0.247 2.942 6.182
53 H 0.638 2.275 3.993
54 H -1.810 3.184 1.238
55 H -3.976 3.633 2.254
56 H -5.370 1.785 3.114
57 H -4.586 -0.542 2.893
58 H -2.431 -1.033 1.827
59 H 4.050 -0.596 -2.425
60 H 4.681 -2.706 -3.522
61 H 3.597 -4.814 -2.824
62 H 1.755 -4.778 -1.207
63 H -0.572 -3.067 2.848
64 H 0.479 -4.048 4.818
65 H 2.853 -4.745 4.750
66 H 4.161 -4.390 2.686
67 H 3.130 -3.417 0.720
68 H -2.075 -3.170 1.437
69 H -3.800 -4.861 1.058
70 H -3.629 -6.399 -0.871
71 H -1.770 -6.150 -2.464
72 H -0.062 -4.432 -2.121
73 O -2.232 3.408 -2.752
74 As -3.099 2.131 -1.779
75 O -4.247 3.016 -1.100
76 O -1.754 1.530 -1.004
77 C -3.422 0.865 -3.234
78 C -3.623 1.288 -4.539
79 C -3.741 0.340 -5.544
80 C -3.654 -1.014 -5.249
81 C -3.464 -1.435 -3.940
82 C -3.334 -0.480 -2.947
83 S -3.277 -0.902 -1.227
84 O -3.866 -2.187 -1.043
85 O -3.853 0.198 -0.500
86 O -1.796 -0.984 -0.804
87 H -2.674 4.256 -2.643
88 H -3.691 2.351 -4.742
89 H -3.916 0.659 -6.560
90 H -3.754 -1.740 -6.040
91 H -3.439 -2.479 -3.666
92 O -1.275 -4.174 -6.506
93 C -1.065 -2.862 -6.706
94 O -1.336 -2.362 -7.764
95 C -0.567 -2.056 -5.557
96 C -0.180 -0.734 -5.799
97 C 0.109 0.137 -4.775
98 C -0.010 -0.265 -3.428
99 C -0.330 -1.616 -3.205
100 C -0.596 -2.491 -4.232
101 N 0.138 0.544 -2.313
102 C 0.411 1.861 -2.477
103 C 0.549 2.752 -1.411
104 C 0.854 4.117 -1.662
105 C 1.124 4.962 -0.627
106 C 1.096 4.456 0.692
107 C 0.725 3.152 0.889
108 N 0.414 2.289 -0.107
109 H -0.973 -4.498 -5.649
110 H -0.125 -0.403 -6.826
111 H 0.411 1.139 -5.029
112 H -0.420 -1.970 -2.188
113 H -0.872 -3.505 -3.976
114 H 0.518 2.286 -3.466
115 H 0.869 4.445 -2.689
116 H 1.371 5.997 -0.807
117 H 1.351 5.083 1.531
118 H 0.676 2.728 1.890

Output
**Energy**: -6546.0666 hartree
**Net charge**: +1
**Gap between HOMO and LUMO**: 5.0478 eV

=====

[3]
Molecular formula: C56H46BrN5O4PPbS
Method: DFT, the ωB97M-V functional and the def2-TZVPD basis

CARTESIAN COORDINATES (ANGSTROEM)
1 Pb -0.229 0.022 -0.135
2 C -4.153 -2.473 -1.191
3 C -3.032 -1.965 -0.531
4 N -2.446 -0.839 -0.877
5 C -2.889 -0.174 -1.954
6 C -3.931 -0.684 -2.770
7 C -4.597 -1.838 -2.323
8 C -4.212 -0.065 -4.007
9 C -3.379 0.921 -4.470
10 C -2.369 1.449 -3.666
11 C -2.226 1.049 -2.331
12 N -1.541 1.668 -1.350
13 C -1.074 2.935 -1.357
14 C -1.426 3.942 -2.259
15 C -0.886 5.225 -2.195
16 C -0.017 5.577 -1.195
17 C 0.254 4.658 -0.163
18 C 0.948 5.030 1.004
19 C 1.028 4.156 2.054
20 C 0.511 2.867 1.884
21 N -0.069 2.470 0.777
22 C -0.270 3.337 -0.227
23 H -4.628 -3.372 -0.833
24 H -2.584 -2.513 0.286
25 H -5.409 -2.239 -2.909
26 H -5.033 -0.434 -4.602
27 H -3.516 1.313 -5.466
28 H -1.688 2.164 -4.089
29 H -2.192 3.747 -2.992
30 H -1.171 5.946 -2.949
31 H 0.397 6.572 -1.129
32 H 1.379 6.019 1.065
33 H 1.489 4.435 2.986
34 H 0.570 2.151 2.690
35 C 3.592 2.941 -3.701
36 C 3.432 2.297 -2.367
37 C 4.466 2.260 -1.436
38 C 4.265 1.662 -0.204
39 C 3.015 1.125 0.035
40 Br 2.615 0.309 1.688
41 N 2.012 1.172 -0.817
42 C 2.211 1.745 -1.993
43 H 4.622 2.896 -4.040
44 H 3.298 3.988 -3.635
45 H 2.948 2.470 -4.436
46 H 5.422 2.702 -1.666
47 H 5.043 1.621 0.541
48 H 1.361 1.757 -2.660
49 C -1.074 1.625 6.970
50 C 0.079 1.261 6.292
51 C 0.009 0.837 4.977
52 C -1.223 0.788 4.328
53 C -2.376 1.167 5.005
54 C -2.300 1.574 6.326
55 P -1.243 0.126 2.615
56 C -2.977 0.400 2.102
57 C -3.321 1.691 1.713
58 C -4.584 1.963 1.227
59 C -5.515 0.941 1.114
60 C -5.177 -0.347 1.488
61 C -3.914 -0.620 1.985
62 C -1.279 -1.660 3.025
63 C -1.900 -2.126 4.160
64 C -1.988 -3.495 4.424
65 C -1.424 -4.395 3.563
66 C -0.751 -3.972 2.401
67 C -0.196 -4.891 1.488
68 C 0.433 -4.471 0.355
69 C 0.554 -3.089 0.087
70 C -0.025 -2.215 0.939
71 C -0.679 -2.567 2.119
72 H -1.020 1.942 8.000
73 H 1.035 1.305 6.791
74 H 0.908 0.529 4.456
75 H -3.332 1.131 4.504
76 H -3.203 1.846 6.851
77 H -2.590 2.483 1.805
78 H -4.851 2.967 0.937
79 H -6.507 1.155 0.751
80 H -5.898 -1.146 1.404
81 H -3.667 -1.626 2.291
82 H -2.345 -1.428 4.853
83 H -2.520 -3.833 5.300
84 H -1.494 -5.455 3.743
85 H -0.275 -5.947 1.706
86 H 0.841 -5.179 -0.348
87 H 1.068 -2.754 -0.797
88 C 2.967 -4.794 3.074
89 C 3.478 -4.146 1.827
90 C 4.024 -2.868 1.898
91 C 4.490 -2.243 0.758
92 C 4.376 -2.880 -0.461
93 C 3.874 -4.162 -0.554
94 C 3.442 -4.799 0.599
95 S 4.851 -1.971 -1.911
96 O 5.551 -0.778 -1.513
97 O 5.441 -2.852 -2.874
98 N 3.368 -1.402 -2.467
99 C 2.664 -2.243 -3.421
100 C 1.647 -1.441 -4.218
101 C 0.626 -0.686 -3.321
102 O 0.071 0.291 -3.817
103 O 0.490 -1.133 -2.157
104 H 2.221 -4.156 3.546
105 H 3.784 -4.928 3.781
106 H 2.525 -5.765 2.869
107 H 4.084 -2.363 2.850
108 H 4.965 -1.277 0.780
109 H 3.849 -4.653 -1.514
110 H 3.079 -5.816 0.545
111 H 3.555 -0.485 -2.847
112 H 2.162 -3.031 -2.852
113 H 3.386 -2.704 -4.107
114 H 1.089 -2.106 -4.881
115 H 2.140 -0.687 -4.835

Output
**Energy**: -6242.5446 hartree
**Net charge**: +1
**Gap between HOMO and LUMO**: 4.6182 eV

=====

[4]
Molecular formula: C56H46CdN4
Method: DFT, the ωB97M-V functional and the def2-TZVPD basis

CARTESIAN COORDINATES (ANGSTROEM)
1 Cd -0.887 -0.004 0.704
2 C 4.274 -5.841 0.740
3 C 4.524 -4.828 -0.175
4 C 3.617 -3.789 -0.337
5 C 2.439 -3.730 0.414
6 C 2.183 -4.786 1.299
7 C 3.091 -5.823 1.467
8 C 1.480 -2.584 0.305
9 C 1.981 -1.260 0.370
10 C 3.364 -0.836 0.470
11 C 3.388 0.510 0.285
12 C 2.017 0.941 0.110
13 N 1.212 -0.148 0.197
14 C 1.597 2.278 -0.118
15 C 0.281 2.781 -0.100
16 C -0.100 4.150 -0.387
17 C -1.444 4.234 -0.222
18 C -1.914 2.915 0.156
19 C -3.269 2.556 0.363
20 C -4.228 3.681 0.549
21 C -5.417 3.768 -0.179
22 C -6.330 4.783 0.060
23 C -6.072 5.744 1.029
24 C -4.879 5.693 1.737
25 C -3.966 4.675 1.496
26 C -3.763 1.227 0.428
27 N -3.021 0.111 0.179
28 C -3.829 -0.979 0.263
29 C -3.431 -2.321 0.065
30 C -4.531 -3.330 -0.018
31 C -4.574 -4.414 0.861
32 C -5.613 -5.334 0.804
33 C -6.622 -5.189 -0.139
34 C -6.583 -4.123 -1.029
35 C -5.547 -3.200 -0.965
36 C -2.103 -2.804 -0.044
37 C -1.720 -4.135 -0.460
38 C -0.366 -4.208 -0.373
39 C 0.109 -2.925 0.102
40 N -0.968 -2.108 0.264
41 C -5.163 -0.539 0.617
42 C -5.120 0.813 0.733
43 N -0.845 2.081 0.221
44 C 2.687 3.252 -0.445
45 C 3.403 3.112 -1.634
46 C 4.426 3.995 -1.953
47 C 4.754 5.028 -1.082
48 C 4.048 5.174 0.105
49 C 3.019 4.294 0.418
50 H 4.992 -6.642 0.877
51 H 5.425 -4.854 -0.778
52 H 3.801 -3.031 -1.088
53 H 1.263 -4.779 1.870
54 H 2.875 -6.615 2.175
55 H 4.216 -1.469 0.668
56 H 4.251 1.159 0.283
57 H 0.575 4.931 -0.709
58 H -2.072 5.100 -0.381
59 H -5.613 3.042 -0.960
60 H -7.247 4.829 -0.517
61 H -6.792 6.529 1.226
62 H -4.658 6.442 2.488
63 H -3.043 4.641 2.061
64 H -3.792 -4.522 1.604
65 H -5.636 -6.163 1.501
66 H -7.439 -5.900 -0.176
67 H -7.359 -4.013 -1.776
68 H -5.512 -2.369 -1.661
69 H -2.396 -4.891 -0.829
70 H 0.261 -5.043 -0.652
71 H -6.011 -1.184 0.789
72 H -5.933 1.460 1.025
73 H 3.147 2.304 -2.311
74 H 4.967 3.876 -2.887
75 H 5.557 5.713 -1.327
76 H 4.298 5.975 0.793
77 H 2.469 4.407 1.347
78 C 3.212 0.398 3.677
79 C 1.714 0.176 3.600
80 C 1.198 -1.124 3.746
81 C 2.122 -2.294 4.009
82 C -0.180 -1.345 3.667
83 C -0.764 -2.733 3.769
84 C -1.053 -0.250 3.550
85 C -2.547 -0.475 3.609
86 C -0.537 1.051 3.505
87 C -1.490 2.216 3.665
88 C 0.845 1.259 3.432
89 C 1.375 2.659 3.198
90 H 3.728 -0.109 2.860
91 H 3.609 0.009 4.617
92 H 3.477 1.450 3.637
93 H 1.889 -2.758 4.972
94 H 3.168 -2.003 4.034
95 H 2.026 -3.061 3.241
96 H -1.305 -2.991 2.851
97 H -1.480 -2.794 4.595
98 H -0.002 -3.491 3.933
99 H -2.868 -0.649 4.643
100 H -2.842 -1.352 3.031
101 H -3.110 0.372 3.227
102 H -2.139 2.347 2.801
103 H -0.964 3.151 3.836
104 H -2.134 2.042 4.531
105 H 1.581 3.184 4.137
106 H 0.662 3.252 2.625
107 H 2.297 2.638 2.618

Output
**Energy**: -2548.4081 hartree
**Gap between HOMO and LUMO**: 5.4135 eV

=====

Which formula does entry 3 have?
C56H46BrN5O4PPbS